No. 1
C30H55BO2P2Sc | ωB97M-V/def2-TZVPD

Geometry (Å):
Sc: 0.8067 -0.3682 -1.7216
C: 1.5726 2.0901 -2.2171
C: 1.1921 1.2688 -3.3280
C: -0.7041 1.9483 -2.2212
C: 0.3989 2.5413 -1.5803
C: -0.2351 1.1843 -3.3178
C: 2.9042 2.6899 -1.9792
H: 3.6986 2.0975 -2.4448
H: 3.1164 2.7765 -0.9055
H: 2.9396 3.7073 -2.4027
C: 0.3175 3.6649 -0.6283
H: 1.2422 4.2488 -0.5932
H: 0.1231 3.3224 0.3895
H: -0.4967 4.3536 -0.8766
C: -2.1027 2.3714 -1.9784
H: -2.2125 3.4596 -1.8782
H: -2.4667 1.9372 -1.0435
H: -2.7641 2.0274 -2.7764
C: -1.1086 0.5931 -4.3595
H: -1.5650 1.3838 -4.9778
H: -1.9255 0.0208 -3.9055
H: -0.5533 -0.0847 -5.0131
C: 2.0935 0.7922 -4.4007
H: 2.0965 1.5209 -5.2309
H: 1.7541 -0.1705 -4.7953
H: 3.1271 0.6656 -4.0573
C: 3.1003 -2.6800 1.7019
C: 4.0420 -2.0967 0.9379
C: 4.6564 -2.7416 -0.2836
C: 3.6688 -3.5079 -1.1876
C: 2.2634 -2.9928 -1.2248
C: 1.3112 -3.4543 -0.3773
C: 1.5407 -4.4407 0.7298
C: 2.7782 -4.1415 1.6272
H: 5.5090 -3.4031 -0.0086
H: 3.7286 -4.5805 -0.9458
H: 5.1816 -1.9618 -0.8702
H: 3.6160 -4.7736 1.3028
H: 2.6774 -2.1627 2.6142
H: 4.6500 -1.2304 1.2958
H: 2.5729 -4.5266 2.6586
H: 0.6648 -4.5210 1.4168
H: 0.2560 -3.2767 -0.5409
H: 1.6281 -5.4756 0.3201
H: 4.0676 -3.4503 -2.2116
H: 2.0550 -2.3688 -2.1209
P: 0.5286 0.0422 1.4323
P: -1.6453 -1.3782 -0.8189
C: -0.2034 -1.5959 1.7811
C: -1.4290 -2.0453 0.9211
H: -0.5465 -1.5157 2.8396
H: 0.6194 -2.3340 1.7609
H: -1.4841 -3.1452 0.8085
H: -2.3591 -1.8009 1.4628
C: -3.4491 -1.1831 -0.8426
H: -3.7736 -0.9950 -1.8750
H: -3.7716 -0.3559 -0.2003
H: -3.9508 -2.1067 -0.5035
C: -1.5662 -2.7168 -2.1262
H: -2.1149 -3.6155 -1.7956
H: -0.5535 -3.0295 -2.4071
H: -2.0410 -2.3280 -3.0381
C: 1.4121 0.6612 2.9129
H: 2.3132 1.2010 2.5700
H: 1.6630 -0.1492 3.6069
H: 0.7735 1.3840 3.4390
C: 1.9359 -0.2411 0.3433
H: 2.2832 0.4209 -0.5560
H: 2.0091 -1.3232 0.0494
H: 2.7986 0.0353 0.9566
C: -2.3712 4.0597 2.1341
C: -2.1289 2.6689 2.7145
C: -2.1837 2.7291 4.2274
O: -0.7758 2.3777 2.3077
B: -0.8570 1.3708 1.3476
O: -2.1290 0.9673 1.0179
C: -2.9969 1.5116 2.0462
C: -3.3614 0.3772 2.9970
C: -4.2016 1.9517 1.2618
H: -1.5512 4.7267 2.4444
H: -3.3341 4.4568 2.4919
H: -2.3425 4.0292 1.0313
H: -1.4405 3.4290 4.6208
H: -3.1883 3.0600 4.5095
H: -1.9780 1.7593 4.6834
H: -4.0396 0.7702 3.7630
H: -3.8671 -0.4091 2.4261
H: -2.4958 -0.0977 3.4828
H: -3.8970 2.6352 0.4584
H: -4.6198 1.0750 0.7545
H: -4.9059 2.4105 1.9680

Atoms 1-6, force components in eV/Å:
-1.55 1.03 -0.25
-0.15 -0.64 -0.61
-0.51 0.53 0.46
0.49 0.32 -0.42
-0.09 -0.92 -0.37
0.51 0.18 0.41

Properties
- Total charge: +1
- HOMO-LUMO gap (alpha / beta): 5.09 / 4.62 eV
- Lowest unoccupied orbital energy (alpha / beta): -2.29 / -2.25 eV
- 2S+1: 1

Löwdin population analysis, charges in e, atoms 1 to 6: number 1, Sc, carries 0.627; number 2, C, carries -0.309; number 3, C, carries -0.355; number 4, C, carries -0.255; number 5, C, carries -0.245; number 6, C, carries -0.322

---

No. 2
C30H55N4OP2PtS | ωB97M-V/def2-TZVPD

Geometry (Å):
C: -2.5931 0.2885 1.1863
C: -2.3947 -0.1967 -1.1337
C: -3.9610 0.4909 1.0311
C: -3.6857 0.3448 -1.3446
C: -4.4949 0.5759 -0.2517
H: -4.5712 0.6438 1.9099
H: -4.0444 0.3635 -2.3707
H: -5.5555 0.7409 -0.3998
N: -1.8439 -0.0043 0.1169
P: -0.1156 0.8134 2.3864
P: -0.0446 -1.5093 -1.7360
C: -1.9203 0.4295 2.5479
H: -2.4253 1.1937 3.1567
H: -2.0024 -0.4985 3.1374
C: -1.6908 -0.8890 -2.1847
H: -1.7478 -0.3279 -3.1363
C: 1.3990 -1.3510 -3.0063
C: -0.8405 -3.2078 -1.8353
C: -0.1074 2.6977 2.1408
C: 0.6261 0.4134 4.0856
C: 2.5845 -0.5107 -2.4987
H: 3.1597 -1.0305 -1.7251
H: 3.2555 -0.3131 -3.3519
H: 2.2561 0.4538 -2.1067
C: 1.9651 -2.7246 -3.3881
H: 2.3869 -3.2429 -2.5175
H: 1.2225 -3.3623 -3.8788
H: 2.7844 -2.5657 -4.1072
C: 0.8482 -0.6445 -4.2410
H: 1.6408 -0.6171 -5.0036
H: -0.0075 -1.1575 -4.6905
H: 0.5725 0.3880 -3.9950
C: 0.1298 -4.3020 -1.3867
H: 0.8613 -3.9468 -0.6491
H: -0.4650 -5.0991 -0.9189
H: 0.6624 -4.7356 -2.2384
C: -2.0780 -3.2340 -0.9109
H: -1.8166 -3.0260 0.1328
H: -2.8383 -2.5135 -1.2295
H: -2.5494 -4.2212 -1.0037
C: -1.3211 -3.3932 -3.2996
H: -1.4758 -2.4459 -3.8368
H: -0.6421 -4.0181 -3.8893
H: -2.3109 -3.8682 -3.2792
C: 2.0811 0.9168 4.1017
H: 2.5404 0.6370 5.0639
H: 2.6765 0.4599 3.2967
H: 2.1531 2.0090 4.0142
C: 0.6326 -1.1078 4.3163
H: -0.3726 -1.5400 4.2271
H: 1.3212 -1.6402 3.6491
H: 0.9728 -1.2917 5.3489
C: -0.1858 1.0207 5.2459
H: -1.2656 0.8821 5.1116
H: 0.0965 0.4981 6.1716
H: 0.0218 2.0803 5.4121
C: -1.2421 3.0914 1.1817
H: -2.2359 2.9589 1.6282
H: -1.1318 4.1560 0.9260
H: -1.2089 2.5161 0.2507
C: 1.2502 3.1004 1.5228
H: 1.3176 2.7724 0.4833
H: 1.3201 4.1988 1.4976
H: 2.1070 2.6673 2.0583
C: -0.3090 3.5072 3.4269
H: -1.2176 3.2155 3.9640
H: 0.5606 3.4591 4.0907
H: -0.4235 4.5625 3.1381
Pt: 0.2966 -0.5045 0.4111
C: 0.2310 -2.0956 1.3068
O: 0.0541 -3.1171 1.8437
N: 0.5529 1.2740 -0.8283
C: 0.2579 1.9397 -1.7530
C: -0.3190 2.7193 -2.9123
C: -1.2913 2.1472 -3.9874
C: -1.1205 3.8159 -2.2003
C: 0.9735 3.1890 -3.5848
H: -0.8983 1.3578 -4.6406
H: -2.2782 1.8345 -3.6118
H: -1.5051 2.9843 -4.6785
H: -0.5444 4.1964 -1.3481
H: -1.3850 4.6524 -2.8596
H: -2.0448 3.3756 -1.7922
H: 0.9055 3.2496 -4.6737
H: 1.2590 4.1264 -3.1011
H: 1.7936 2.4854 -3.3913
N: 4.4334 -1.9324 2.9820
C: 3.4211 -2.5163 2.3004
N: 2.7942 -3.5447 2.9276
S: 2.9315 -1.9183 0.7919
H: 4.8670 -2.4053 3.7758
H: 4.9635 -1.2180 2.5032
H: 2.1040 -4.0732 2.4220
H: 3.2778 -4.0327 3.6843

Atoms 1-6, force components in eV/Å:
0.08 0.22 0.26
-0.31 1.26 0.40
-0.01 0.23 -0.11
0.61 -1.10 -0.39
-0.16 -0.08 0.23
-0.07 0.01 -0.03

Properties
- Total charge: +3
- HOMO-LUMO gap (alpha / beta): 5.78 / 4.59 eV
- Lowest unoccupied orbital energy (alpha / beta): -8.36 / -12.71 eV
- ΔE to the lowest compared entry with this formula, charge and spin: 7.1 kcal per mole
- ⟨S²⟩: 6.0439
- 2S+1: 5

Löwdin population analysis, charges in e, atoms 1 to 6: number 1, C, carries -0.306; number 2, C, carries -0.328; number 3, C, carries 0.028; number 4, C, carries 0.022; number 5, C, carries 0.014; number 6, H, carries 0.139

---

Number 1 is which compound?
C30H55BO2P2Sc